Record 1
ORCA calculation (ωB97M-V/def2-TZVPD) on C4H8InO4 as an isolated structure.

Structure (XYZ):
```
17
Properties=species:S:1:pos:R:3:forces:R:3
In -0.0459 2.3407 -1.2065 -1.10 -1.14 1.12
O -1.6801 -0.3939 -0.1648 -1.32 2.28 0.08
C -2.8123 0.1561 0.4978 2.97 -1.66 -0.02
C -3.3126 1.6516 0.4282 0.96 2.77 -0.90
O -2.4429 2.8015 0.4162 0.60 -2.47 -0.65
H -2.4859 0.1187 1.5371 0.07 0.04 0.78
H -3.5788 -0.6128 0.4017 -0.99 0.57 -0.18
H -3.9569 1.8203 1.2910 -0.31 -0.62 0.25
H -3.9181 1.7697 -0.4705 -0.40 -0.43 -0.40
O 1.8089 0.0162 -1.1306 1.42 -0.90 0.74
C 3.0306 -0.4743 -0.7264 -2.27 2.93 -1.35
C 3.0850 -1.9521 0.0168 -2.88 -4.20 0.23
O 2.0939 -2.9282 -0.2622 2.50 3.12 0.25
H 3.4645 0.2836 -0.0742 0.30 -0.43 1.11
H 3.7156 -0.4293 -1.5731 0.21 -1.24 -0.57
H 2.9979 -1.6894 1.0711 -0.45 0.71 0.25
H 4.0372 -2.4782 -0.0516 0.70 0.68 -0.75
```
Forces are in eV/Å.

Values from the calculation:
total charge = -1
LUMO = -0.27 eV
relative energy (zero: lowest compared OMol25 entry of this formula, charge and spin) = 53.8 kcal per mole

Results of the Löwdin charge analysis, in e, for atoms 1 through 2: number 1, In, carries 0.8927; number 2, O, carries -0.2487

Record 2
ORCA calculation (ωB97M-V/def2-TZVPD) on an isolated ion of composition C4H8N and charge +1.

Structure (XYZ):
```
13
Properties=species:S:1:pos:R:3:forces:R:3
C -0.9235 0.0001 1.0561 -0.01 0.11 0.48
C 0.3341 -0.2634 0.2828 0.41 0.66 -0.11
C 1.3410 -1.0047 0.7000 0.12 -1.04 1.12
C -0.4912 0.9352 -1.6456 -0.66 -1.08 0.45
N 0.4704 0.4009 -0.9969 -0.02 0.34 -0.51
H -0.7461 -0.0211 2.1324 0.42 -0.36 -0.12
H -1.2644 1.0317 0.9386 -0.27 -0.20 -0.41
H -1.6955 -0.7480 0.8799 -0.22 0.28 -0.33
H 2.3511 -1.2031 0.3701 -0.17 0.41 -0.91
H 1.1389 -1.6023 1.5850 -0.02 0.33 0.17
H -0.4398 1.2140 -2.6861 0.49 0.43 0.03
H -1.4529 0.8787 -1.1540 -0.15 0.37 -0.15
H 1.3778 0.3821 -1.4624 0.07 -0.25 0.29
```
Forces are in eV/Å.

Values from the calculation:
total charge = +1
SMILES = C=[NH+]C(=C)C
LUMO = -5.47 eV
relative energy (zero: lowest compared OMol25 entry of this formula, charge and spin) = 7.0 kcal per mole

Results of the Löwdin charge analysis, in e, for atoms 1 through 2: number 1, C, carries -0.0322; number 2, C, carries -0.3189

Record 3
ORCA calculation (ωB97M-V/def2-TZVPD) on a 2-piece molecular cluster, C4H8N overall.

Structure (XYZ):
```
13
Properties=species:S:1:pos:R:3:forces:R:3
C 2.2805 0.3881 0.3776 -1.28 2.45 1.41
C -0.2256 0.0410 1.0385 1.01 0.16 -0.28
C 2.7154 -0.6547 -0.1885 0.16 -1.81 -0.66
C -2.3364 -0.1557 -0.0937 -1.64 -3.34 0.17
N -1.0765 0.5839 -0.0640 0.70 2.28 -2.08
H 3.7212 -0.9443 0.0414 0.97 0.03 -0.07
H 2.5881 1.3008 0.9342 -0.46 -1.05 -0.44
H 2.2062 -1.4040 -0.7874 -0.32 0.21 0.09
H -1.9768 -1.2405 -0.2522 -0.94 1.38 1.29
H -2.9708 0.1094 0.7821 1.14 -0.80 0.05
H -3.1405 -0.1462 -0.8492 1.19 1.42 -0.87
H -0.5393 0.5043 -0.9938 -0.80 -0.01 1.45
H -1.2454 1.6178 0.0551 0.26 -0.91 -0.07
```
Forces are in eV/Å.

Values from the calculation:
total charge = +1
LUMO (alpha / beta) = -5.33 / -6.31 eV
relative energy (zero: lowest compared OMol25 entry of this formula, charge and spin) = 193.3 kcal per mole

Results of the Löwdin charge analysis, in e, for atoms 1 through 2: number 1, C, carries 0.0414; number 2, C, carries 0.2777

Record 4
ORCA calculation (ωB97M-V/def2-TZVPD) on C4H8N as an isolated structure.

Structure (XYZ):
```
13
Properties=species:S:1:pos:R:3:forces:R:3
C 1.8766 0.2168 0.0489 -2.76 0.01 -2.99
C 0.8293 -0.6745 0.5966 -1.17 2.26 -1.52
C 0.4706 0.7834 0.3380 -0.12 -1.43 1.24
C -1.7119 -0.2587 -0.2745 -1.17 1.11 4.27
N -0.3962 0.1251 -0.5696 2.58 -2.07 -1.90
H 2.5363 0.6920 0.6746 1.88 0.43 1.68
H 2.1516 0.2079 -1.0447 0.01 -0.32 1.35
H 0.4801 -1.5901 1.1289 0.35 1.01 -0.65
H 0.0425 1.5498 0.9906 0.70 -0.13 -0.18
H -1.5291 -0.7058 0.7373 -1.39 0.22 -0.53
H -2.3892 0.6195 -0.1475 0.42 -0.65 -0.25
H -2.1228 -0.9927 -0.8927 -0.34 -0.94 -1.26
H -0.2379 0.0272 -1.5859 1.02 0.49 0.74
```
Forces are in eV/Å.

Values from the calculation:
total charge = +1
LUMO = -4.86 eV
relative energy (zero: lowest compared OMol25 entry of this formula, charge and spin) = 69.8 kcal per mole

Results of the Löwdin charge analysis, in e, for atoms 1 through 2: number 1, C, carries -0.0019; number 2, C, carries 0.1312

Record 5
ORCA calculation (ωB97M-V/def2-TZVPD) on an isolated ion of composition C4H8N and charge +1.

Structure (XYZ):
```
13
Properties=species:S:1:pos:R:3:forces:R:3
C -1.8037 0.3947 -1.2873 -0.74 1.13 -0.99
C -0.9634 -0.0583 -0.1861 -0.01 -0.66 0.89
C 0.3248 0.2402 0.0594 -2.93 -0.43 -1.21
N 0.9928 -0.4483 1.0629 2.94 1.22 0.31
C 2.2589 -0.2135 1.2530 -1.04 -1.30 -0.29
H -2.8517 0.5655 -1.0164 0.23 -0.17 0.43
H -1.4996 1.3288 -1.7642 0.36 -0.19 -0.02
H -1.8713 -0.3789 -2.0494 0.20 -0.19 -0.15
H -1.5115 -0.7863 0.4268 0.58 0.16 0.23
H 0.8357 0.8500 -0.6747 0.63 0.08 0.60
H 0.5368 -1.1153 1.6781 -0.34 -0.11 -0.31
H 2.8162 -0.9079 1.8681 0.03 0.41 0.40
H 2.7362 0.5293 0.6300 0.09 0.05 0.12
```
Forces are in eV/Å.

Values from the calculation:
total charge = +1
SMILES = C=[NH+]/C=C/C
LUMO = -5.53 eV
relative energy (zero: lowest compared OMol25 entry of this formula, charge and spin) = 6.9 kcal per mole

Results of the Löwdin charge analysis, in e, for atoms 1 through 2: number 1, C, carries -0.0747; number 2, C, carries -0.0852

Record 6
ORCA calculation (ωB97M-V/def2-TZVPD) on C4H8N2 as an isolated structure.

Structure (XYZ):
```
14
Properties=species:S:1:pos:R:3:forces:R:3
C -0.9363 2.1603 0.4504 -0.19 -2.88 -1.41
C -0.3582 0.3304 0.1350 -4.00 8.15 0.50
N -1.1817 -0.2442 -0.7555 0.50 -1.04 -0.03
C 1.0649 -1.3914 0.5258 0.93 2.19 1.24
C 1.8448 -1.7283 -0.4901 -0.25 0.30 0.09
N 0.6014 0.3934 0.8792 3.26 -6.88 -0.38
H -2.0976 0.1680 -0.8674 0.31 -0.14 0.11
H -1.0801 -1.2450 -0.8618 -0.18 -0.04 -0.18
H 0.8786 -2.0333 1.3826 0.02 0.19 -0.03
H -1.9541 2.0504 0.8196 -0.08 0.28 -0.06
H -0.2955 2.6666 1.1647 0.16 -0.41 -0.04
H -0.8822 2.6048 -0.5406 -0.20 0.25 0.08
H 2.4097 -2.6607 -0.4980 -0.49 -0.09 -0.12
H 1.9864 -1.0710 -1.3438 0.22 0.12 0.22
```
Forces are in eV/Å.

Values from the calculation:
total charge = 0
LUMO = 0.96 eV
relative energy (zero: lowest compared OMol25 entry of this formula, charge and spin) = 106.3 kcal per mole

Results of the Löwdin charge analysis, in e, for atoms 1 through 2: number 1, C, carries -0.0157; number 2, C, carries -0.5054

Record 7
ORCA calculation (ωB97M-V/def2-TZVPD) on C4H8N2 in the gas phase.

Structure (XYZ):
```
14
Properties=species:S:1:pos:R:3:forces:R:3
C -1.7732 0.7569 0.0571 0.03 -7.12 -2.87
C 0.9191 1.0647 -0.0435 -0.09 -0.82 4.64
C 1.5592 -0.3563 -0.2347 1.79 -1.60 -2.95
C 0.0339 -1.0618 0.1672 2.97 2.73 -0.57
H -2.1996 -1.1838 -0.3944 1.89 -2.07 -0.88
H -2.1446 1.7117 0.3772 0.02 0.31 -0.09
H 1.1695 1.0933 1.2226 -1.29 0.90 -2.98
H 1.1685 2.1236 -0.5041 -0.34 -2.70 0.54
H 2.5825 -0.8662 0.3019 -3.08 2.06 -1.05
H 1.8582 -0.2895 -1.4087 -1.00 -1.21 2.49
H -0.4387 -2.0328 -0.4964 1.66 2.90 2.42
H 0.2331 -1.0616 1.4891 -1.50 -0.40 -4.07
N -2.5394 -0.3159 -0.1927 -2.25 7.48 2.94
N -0.4285 0.4177 -0.3405 1.20 -0.47 2.43
```
Forces are in eV/Å.

Values from the calculation:
total charge = 0
SMILES = [H]/N=C\N1CCC1
LUMO = 0.70 eV
relative energy (zero: lowest compared OMol25 entry of this formula, charge and spin) = 146.7 kcal per mole

Results of the Löwdin charge analysis, in e, for atoms 1 through 2: number 1, C, carries -0.1798; number 2, C, carries -0.2375

Record 8
ORCA calculation (ωB97M-V/def2-TZVPD) on a 2-piece molecular cluster, C4H8N2 overall.

Structure (XYZ):
```
14
Properties=species:S:1:pos:R:3:forces:R:3
C -0.6082 0.0739 -0.4951 -0.52 -2.39 1.13
C -1.5412 -2.1435 -1.5692 0.65 1.38 1.21
C -1.8214 -0.9214 -1.1580 0.60 2.00 2.20
C 0.0201 1.2825 1.1650 -1.32 -2.25 -1.82
N 2.2421 1.7746 1.8346 -0.03 1.58 -0.72
N 1.2792 1.0487 1.0849 2.45 -0.56 -1.43
H 0.2622 -0.6268 -0.4612 -0.37 0.99 -0.42
H -0.5992 0.8831 -1.1561 0.69 1.13 -1.12
H -0.6164 -2.4435 -1.1798 1.54 -1.12 -0.29
H -2.1651 -2.8171 -2.0736 -0.92 -0.63 -0.54
H -2.8489 -0.5791 -1.2061 0.18 0.65 -0.29
H 1.7582 2.5105 2.2770 -0.75 1.31 0.47
H 2.6364 1.2751 2.5770 0.49 -1.69 1.09
H 2.0021 0.6831 0.3605 -2.70 -0.42 0.52
```
Forces are in eV/Å.

Values from the calculation:
total charge = 0
LUMO = 0.70 eV
relative energy (zero: lowest compared OMol25 entry of this formula, charge and spin) = 166.9 kcal per mole

Results of the Löwdin charge analysis, in e, for atoms 1 through 2: number 1, C, carries -0.0553; number 2, C, carries -0.0387

Taking the records one at a time from the top gives E values of -647.96520; -211.66000; -211.36311; -211.55992; -211.66014; -266.55255; -266.48814; -266.45603 a.u..